DFT (wB97M-V/def2-TZVPD) results for a structure of composition C53H90NO14RbS5 at a distorted geometry.

CARTESIAN COORDINATES (ANGSTROEM)
1 Rb 5.415 11.112 -19.100
2 C 7.618 14.544 -17.295
3 C 6.287 14.466 -16.495
4 C 6.430 15.422 -15.301
5 C 5.140 15.951 -14.676
6 C 4.250 16.527 -15.812
7 C 3.900 15.512 -16.933
8 N 5.189 14.922 -17.455
9 O 5.061 14.255 -18.733
10 C 3.169 16.405 -18.032
11 C 2.830 14.516 -16.398
12 C 6.209 13.020 -15.990
13 H 7.780 15.546 -17.693
14 H 7.660 13.800 -18.091
15 H 8.511 14.389 -16.689
16 H 7.159 16.231 -15.353
17 H 6.703 14.774 -14.469
18 H 5.269 16.604 -13.813
19 H 4.523 15.133 -14.304
20 H 4.838 17.340 -16.238
21 H 3.347 16.859 -15.300
22 H 2.362 16.975 -17.571
23 H 2.804 15.769 -18.838
24 H 3.961 17.078 -18.360
25 H 3.174 13.827 -15.626
26 H 2.528 13.803 -17.166
27 H 1.879 14.931 -16.064
28 H 5.299 12.917 -15.399
29 H 7.100 12.686 -15.457
30 H 6.227 12.384 -16.875
31 C -0.011 12.936 -14.950
32 S 0.769 13.726 -13.492
33 O -0.227 14.189 -12.457
34 C 1.443 12.097 -12.833
35 H -0.587 12.072 -14.618
36 H 0.711 12.788 -15.752
37 H -0.737 13.672 -15.297
38 H 0.713 11.306 -12.660
39 H 1.848 12.271 -11.836
40 H 2.170 11.583 -13.462
41 C 5.532 8.658 -12.750
42 S 3.868 8.879 -13.500
43 O 3.054 9.656 -12.438
44 C 4.469 10.176 -14.640
45 H 5.921 9.644 -12.498
46 H 6.140 8.120 -13.477
47 H 5.330 8.024 -11.887
48 H 4.829 10.990 -14.012
49 H 3.734 10.786 -15.164
50 H 5.219 9.789 -15.330
51 C 4.064 12.532 -9.299
52 S 5.679 13.166 -9.945
53 O 6.682 12.036 -9.721
54 C 5.182 13.231 -11.747
55 H 3.189 13.094 -9.624
56 H 4.235 12.527 -8.222
57 H 3.987 11.512 -9.675
58 H 4.262 13.787 -11.929
59 H 4.918 12.260 -12.164
60 H 6.072 13.478 -12.325
61 C -1.497 17.545 -12.731
62 S -1.064 18.578 -14.159
63 O -0.266 19.752 -13.524
64 C 0.150 17.423 -14.884
65 H -2.393 18.008 -12.318
66 H -0.573 17.476 -12.156
67 H -1.703 16.536 -13.088
68 H 0.850 17.150 -14.094
69 H 0.567 17.864 -15.789
70 H -0.375 16.512 -15.173
71 C 3.727 18.260 -21.827
72 S 5.427 18.897 -21.744
73 O 6.356 17.741 -21.478
74 C 5.726 19.281 -23.548
75 H 3.097 19.147 -21.762
76 H 3.537 17.691 -20.916
77 H 3.429 17.702 -22.715
78 H 6.777 19.543 -23.674
79 H 5.194 20.139 -23.959
80 H 5.507 18.354 -24.077
81 C 4.295 17.158 -9.047
82 C 4.515 17.120 -10.424
83 C 3.495 16.824 -11.309
84 C 2.240 16.419 -10.801
85 C 2.014 16.291 -9.405
86 C 3.069 16.713 -8.528
87 H 5.072 17.509 -8.384
88 H 5.476 17.513 -10.721
89 H 3.625 16.966 -12.372
90 H 1.376 16.330 -11.444
91 H 1.009 15.987 -9.149
92 H 2.912 16.757 -7.460
93 C 13.069 13.312 -13.809
94 C 12.954 12.142 -14.588
95 C 11.767 11.859 -15.236
96 C 10.722 12.793 -15.271
97 C 10.835 13.898 -14.460
98 C 11.955 14.186 -13.716
99 H 13.886 13.452 -13.117
100 H 13.646 11.346 -14.356
101 H 11.684 10.902 -15.730
102 H 9.792 12.644 -15.799
103 H 10.006 14.567 -14.285
104 H 11.898 15.127 -13.189
105 C 2.466 20.017 -17.634
106 C 2.899 20.334 -18.886
107 C 2.203 21.269 -19.607
108 C 1.024 21.854 -19.127
109 C 0.578 21.569 -17.809
110 C 1.309 20.586 -17.109
111 H 2.942 19.230 -17.068
112 H 3.683 19.728 -19.316
113 H 2.608 21.527 -20.574
114 H 0.440 22.571 -19.685
115 H -0.332 21.923 -17.347
116 H 0.995 20.389 -16.094
117 O 8.562 17.365 -19.487
118 C 8.310 18.439 -19.027
119 O 9.057 19.510 -19.251
120 C 8.560 20.633 -18.656
121 C 7.463 20.159 -17.785
122 C 7.053 18.844 -18.342
123 H 8.232 21.411 -19.344
124 H 9.326 21.063 -18.010
125 H 6.664 20.888 -17.653
126 H 7.937 20.079 -16.807
127 H 6.228 18.858 -19.054
128 H 6.837 18.131 -17.546
129 O 14.813 15.615 -17.343
130 C 13.637 15.660 -17.584
131 O 12.958 16.788 -17.819
132 C 11.540 16.624 -18.082
133 C 11.576 15.175 -18.604
134 C 12.710 14.472 -17.891
135 H 11.318 17.273 -18.928
136 H 10.881 16.732 -17.220
137 H 11.754 15.241 -19.677
138 H 10.624 14.694 -18.377
139 H 13.253 13.732 -18.479
140 H 12.407 14.158 -16.892
141 O -0.800 14.607 -19.646
142 C -0.707 15.816 -19.587
143 O 0.270 16.389 -20.289
144 C 0.320 17.796 -20.136
145 C -1.008 18.220 -19.466
146 C -1.568 16.880 -18.889
147 H 0.510 18.278 -21.095
148 H 1.159 17.912 -19.451
149 H -1.630 18.699 -20.222
150 H -0.841 18.919 -18.646
151 H -2.642 16.750 -19.022
152 H -1.266 16.863 -17.842
153 O 5.847 20.351 -11.712
154 C 5.290 20.470 -12.814
155 O 4.045 20.949 -12.981
156 C 3.538 20.813 -14.359
157 C 4.905 20.711 -15.104
158 C 5.857 19.974 -14.139
159 H 2.976 21.703 -14.642
160 H 2.869 19.992 -14.619
161 H 5.371 21.683 -15.265
162 H 4.872 20.164 -16.046
163 H 6.918 20.197 -14.255
164 H 5.757 18.890 -14.082

The value obtained for the HOMO energy is -5.518 eV. The LUMO energy comes out at -1.4 eV. Its HOMO-LUMO gap is 0.1502 Ha.